1.
The following is a quantum chemistry calculation of a 3-piece molecular cluster, C42H38N3O4S overall in a non-equilibrium geometry, from the OMol25 dataset.

Each line ends with the Löwdin charge.
Atoms and positions in Å:
C (-0.666, -0.313, 9.965)  -0.075
C (-1.884, -0.896, 9.093)  -0.172
C (-2.178, -2.415, 8.943)  -0.013
C (-3.372, -2.858, 8.022)  -0.057
C (-4.278, -1.830, 7.285)  -0.070
C (-3.987, -0.313, 7.432)  -0.039
C (-2.781, 0.133, 8.337)  -0.155
C (-2.537, 1.737, 8.386)  -0.087
C (-1.296, 2.045, 7.405)  -0.258
C (-1.477, 3.042, 6.162)  -0.061
N (-0.321, 2.593, 5.278)  -0.045
C (-0.548, 2.638, 3.800)  -0.134
C (-1.348, 1.379, 3.194)  -0.246
C (-2.923, 1.701, 2.975)  -0.569
S (-3.679, 0.526, 1.755)  0.669
C (0.257, 1.387, 5.847)  -0.202
N (1.486, 0.854, 5.750)  0.197
N (-0.882, 0.809, 6.624)  0.063
H (0.105, -1.131, 10.188)  0.088
H (-0.144, 0.461, 9.281)  0.058
H (-1.003, 0.265, 10.889)  0.089
H (-1.505, -3.179, 9.472)  0.102
H (-3.593, -3.962, 7.866)  0.087
H (-5.152, -2.131, 6.617)  0.091
H (-4.620, 0.481, 6.897)  0.094
H (-2.274, 1.965, 9.476)  0.120
H (-3.457, 2.313, 8.038)  0.119
H (-0.390, 2.310, 8.052)  0.151
H (-2.464, 2.921, 5.573)  0.138
H (-1.234, 4.141, 6.418)  0.152
H (0.473, 2.668, 3.269)  0.134
H (-1.162, 3.578, 3.525)  0.143
H (-0.923, 1.193, 2.135)  0.104
H (-1.217, 0.399, 3.766)  0.111
H (-3.002, 2.783, 2.590)  0.095
H (-3.451, 1.587, 3.999)  0.065
H (-3.268, -0.745, 2.131)  -0.117
H (1.535, -0.124, 5.400)  0.154
H (2.339, 1.346, 6.065)  0.165
H (-1.631, 0.717, 5.899)  0.110
C (2.705, -1.561, -4.196)  -0.042
C (4.097, -1.504, -4.196)  -0.040
C (4.783, -1.210, -3.023)  0.011
C (4.076, -0.959, -1.846)  -0.086
C (2.681, -0.992, -1.852)  -0.087
C (1.997, -1.304, -3.027)  0.007
C (1.918, -0.679, -0.623)  -0.277
O (0.699, -0.710, -0.624)  0.101
C (2.658, -0.319, 0.608)  -0.073
C (1.952, 0.034, 1.758)  0.002
C (2.637, 0.361, 2.924)  -0.082
C (4.030, 0.328, 2.947)  -0.055
C (4.737, -0.017, 1.802)  0.015
C (4.052, -0.332, 0.627)  -0.070
C (4.815, -0.665, -0.599)  -0.276
O (6.033, -0.689, -0.579)  0.116
H (2.172, -1.799, -5.111)  0.109
H (4.648, -1.691, -5.112)  0.115
H (5.867, -1.172, -3.028)  0.125
H (0.912, -1.345, -3.035)  0.121
H (0.866, 0.058, 1.748)  0.094
H (2.084, 0.641, 3.817)  0.041
H (4.565, 0.577, 3.859)  0.106
H (5.822, -0.037, 1.824)  0.127
C (-3.136, 0.343, -7.417)  -0.056
C (-2.019, 0.203, -6.597)  -0.060
C (-0.781, -0.104, -7.152)  -0.002
C (-0.660, -0.284, -8.531)  -0.084
C (-1.783, -0.167, -9.349)  -0.081
C (-3.020, 0.159, -8.790)  0.006
C (-1.678, -0.403, -10.807)  -0.279
O (-2.658, -0.297, -11.523)  0.108
C (-0.366, -0.778, -11.380)  -0.084
C (-0.262, -1.060, -12.743)  0.006
C (0.970, -1.400, -13.292)  -0.053
C (2.104, -1.450, -12.485)  -0.055
C (2.004, -1.176, -11.125)  0.002
C (0.767, -0.848, -10.568)  -0.086
C (0.665, -0.592, -9.114)  -0.280
O (1.657, -0.641, -8.405)  0.090
H (-4.100, 0.592, -6.984)  0.108
H (-2.112, 0.334, -5.524)  0.105
H (0.087, -0.208, -6.509)  0.110
H (-3.895, 0.264, -9.424)  0.123
H (-1.141, -1.019, -13.378)  0.123
H (1.046, -1.624, -14.351)  0.110
H (3.066, -1.709, -12.915)  0.109
H (2.891, -1.222, -10.501)  0.120

The HOMO-LUMO gap is 5.9 eV. As for the charge: +1. The spin multiplicity is 1. Its HOMO energy is -10.837 eV.



2.
The following is a quantum chemistry calculation of C42H39AsN3O3PS4SbTi as an isolated structure in a non-equilibrium geometry, from the OMol25 dataset.

Each line ends with the Löwdin charge.
Atoms and positions in Å:
Ti (-1.352, 0.329, 1.419)  0.360
C (2.852, -4.110, -2.141)  -0.110
C (2.547, -3.027, -2.953)  -0.101
C (1.388, -2.301, -2.730)  -0.112
C (0.496, -2.663, -1.722)  -0.376
C (0.816, -3.747, -0.904)  -0.095
C (1.991, -4.457, -1.110)  -0.095
P (-1.099, -1.745, -1.654)  1.113
C (-1.967, -2.781, -2.922)  -0.371
C (-3.133, -2.233, -3.463)  -0.100
C (-3.858, -2.898, -4.439)  -0.099
C (-3.418, -4.127, -4.914)  -0.115
C (-2.249, -4.675, -4.402)  -0.101
C (-1.528, -4.010, -3.422)  -0.096
C (-1.794, -2.460, -0.107)  -0.402
C (-2.423, -3.708, -0.187)  -0.133
C (-2.834, -4.370, 0.955)  -0.121
C (-2.610, -3.780, 2.185)  -0.107
C (-2.055, -2.512, 2.255)  -0.208
C (-1.644, -1.758, 1.136)  -0.235
H (3.757, -4.682, -2.310)  0.090
H (3.214, -2.738, -3.755)  0.093
H (1.152, -1.441, -3.348)  0.100
H (0.134, -4.038, -0.114)  0.100
H (2.233, -5.289, -0.458)  0.097
H (-3.482, -1.279, -3.082)  0.083
H (-4.766, -2.459, -4.834)  0.095
H (-3.979, -4.653, -5.677)  0.089
H (-1.898, -5.633, -4.768)  0.093
H (-0.628, -4.461, -3.024)  0.099
H (-2.579, -4.177, -1.151)  0.083
H (-3.323, -5.336, 0.881)  0.086
H (-2.894, -4.299, 3.095)  0.092
H (-1.986, -2.063, 3.241)  0.027
S (-2.440, 3.860, 4.722)  -0.284
Sb (-3.104, 2.574, 2.953)  -0.074
S (-3.024, 0.228, 3.240)  0.105
S (-1.505, 2.834, 1.097)  0.219
S (-5.119, 3.157, 2.043)  -0.308
N (2.221, -1.605, 1.943)  0.025
C (2.188, -1.740, 3.392)  -0.267
C (0.791, -1.571, 4.006)  -0.091
C (0.357, -0.104, 3.895)  -0.583
O (0.492, 0.622, 4.856)  0.082
O (-0.104, 0.288, 2.730)  -0.275
H (1.626, -0.830, 1.669)  0.034
H (1.808, -2.419, 1.510)  0.054
H (2.852, -0.988, 3.828)  0.103
H (2.597, -2.723, 3.643)  0.100
H (0.819, -1.815, 5.068)  0.113
H (0.083, -2.215, 3.484)  0.085
N (-2.866, 1.115, -1.088)  -0.022
C (-4.022, 1.232, -1.754)  -0.108
C (-4.976, 0.575, -1.009)  -0.069
C (-4.289, 0.101, 0.116)  -0.159
N (-3.009, 0.440, 0.059)  -0.132
H (-1.973, 1.532, -1.289)  0.090
H (-4.081, 1.759, -2.691)  0.112
H (-6.027, 0.487, -1.214)  0.090
H (-4.664, -0.461, 0.953)  0.097
O (0.128, 0.696, 0.006)  -0.611
As (0.916, 2.159, 0.367)  1.094
C (1.718, 2.561, 2.111)  -0.283
C (1.039, 3.283, 3.085)  -0.134
C (1.624, 3.527, 4.316)  -0.072
C (2.901, 3.063, 4.585)  -0.092
C (3.586, 2.341, 3.619)  -0.096
C (3.000, 2.088, 2.388)  -0.095
C (0.503, 3.832, -0.571)  -0.433
C (-0.057, 3.769, -1.843)  -0.136
C (-0.452, 4.927, -2.493)  -0.091
C (-0.265, 6.159, -1.883)  -0.100
C (0.312, 6.224, -0.620)  -0.081
C (0.684, 5.066, 0.041)  -0.107
C (2.600, 1.857, -0.691)  -0.246
C (3.093, 2.834, -1.558)  -0.093
C (4.279, 2.655, -2.255)  -0.102
C (5.027, 1.501, -2.077)  -0.112
C (4.553, 0.520, -1.220)  -0.093
C (3.346, 0.686, -0.557)  -0.114
H (0.035, 3.647, 2.911)  0.020
H (1.048, 4.052, 5.067)  0.102
H (3.357, 3.234, 5.553)  0.095
H (4.582, 1.962, 3.817)  0.095
H (3.547, 1.519, 1.651)  0.080
H (-0.166, 2.799, -2.321)  0.109
H (-0.910, 4.865, -3.473)  0.096
H (-0.566, 7.069, -2.387)  0.092
H (0.464, 7.185, -0.145)  0.099
H (1.103, 5.109, 1.039)  0.103
H (2.547, 3.758, -1.691)  0.086
H (4.628, 3.431, -2.927)  0.093
H (5.965, 1.369, -2.603)  0.090
H (5.124, -0.386, -1.056)  0.099
H (2.994, -0.113, 0.083)  0.078

For the energy above the lowest of the compared OMol25 structures with the same formula, charge and spin, the calculation gives 1.690 eV. The HOMO-LUMO gap (spin up / spin down) is 5.4 / 5.7 eV. As for the charge: -2. The spin multiplicity is 2. Its HOMO energy (spin up / spin down) is -1.507 / -1.764 eV.



Q: Look up the charge of the second one.
A: -2